No. 1
DFT (ωB97M-V/def2-TZVPD) results for a structure of composition C58H82BrCdN3O5.

```
150
Properties=species:S:1:pos:R:3
Cd 0.42 0.43 -0.09
C -6.92 -1.94 0.20
C -6.63 -0.47 -0.13
C -7.48 0.44 0.76
C -7.03 -0.23 -1.59
C -5.14 -0.19 0.11
C -4.32 0.25 -0.84
C -2.85 0.43 -0.67
C -2.51 1.79 -1.30
N -1.16 2.37 -1.31
C -0.46 2.28 -2.59
C 1.02 2.70 -2.52
N 1.81 2.06 -1.45
C 2.44 3.01 -0.52
C 1.54 3.88 0.35
N 0.45 3.18 1.02
C -0.85 3.73 0.71
C -1.17 3.72 -0.77
C 0.57 3.09 2.47
C 1.77 2.41 3.10
C 2.15 2.89 4.35
C 3.10 2.25 5.15
C 3.66 1.08 4.63
C 3.34 0.56 3.39
C 2.37 1.23 2.57
O 2.08 0.79 1.39
C 3.98 -0.73 2.86
C 4.74 -0.45 1.56
C 4.97 -1.34 3.86
C 2.90 -1.79 2.59
C 3.44 2.81 6.53
C 4.53 2.00 7.23
C 2.19 2.78 7.42
C 3.93 4.26 6.42
C 2.92 1.25 -2.02
C 2.53 0.08 -2.88
C 2.79 0.09 -4.24
C 2.56 -1.02 -5.03
C 2.04 -2.14 -4.37
C 1.76 -2.21 -3.02
C 2.02 -1.07 -2.20
O 1.86 -1.03 -0.92
C 1.15 -3.53 -2.50
C 2.14 -4.68 -2.72
C 0.78 -3.51 -1.01
C -0.15 -3.81 -3.28
C 2.84 -1.08 -6.53
C 3.41 0.25 -7.05
C 1.55 -1.37 -7.30
C 3.87 -2.18 -6.83
C -2.30 -0.01 0.74
O -1.28 0.72 1.21
C -3.34 -0.36 1.80
C -4.63 -0.46 1.46
C -2.85 -0.63 3.23
C -1.58 -1.50 3.20
C -3.90 -1.37 4.06
C -2.53 0.70 3.93
H -7.95 -2.19 -0.06
H -6.77 -2.15 1.26
H -6.25 -2.59 -0.37
H -8.55 0.25 0.59
H -7.28 1.49 0.54
H -7.27 0.27 1.82
H -8.09 -0.47 -1.72
H -6.45 -0.86 -2.27
H -6.88 0.81 -1.88
H -4.71 0.49 -1.83
H -3.15 2.50 -0.77
H -2.89 1.75 -2.34
H -0.94 2.92 -3.36
H -0.51 1.25 -2.92
H 1.12 3.79 -2.43
H 1.44 2.43 -3.49
H 3.12 3.68 -1.08
H 3.05 2.40 0.15
H 1.14 4.72 -0.23
H 2.21 4.33 1.10
H -0.95 4.77 1.09
H -1.60 3.11 1.22
H -0.45 4.33 -1.32
H -2.14 4.20 -0.93
H -0.32 2.55 2.80
H 0.51 4.11 2.90
H 1.67 3.79 4.71
H 4.39 0.56 5.23
H 5.51 0.32 1.72
H 4.05 -0.11 0.79
H 5.23 -1.36 1.20
H 5.80 -0.65 4.08
H 5.39 -2.24 3.43
H 4.48 -1.61 4.80
H 2.22 -1.46 1.80
H 2.31 -1.99 3.49
H 3.37 -2.73 2.26
H 4.22 0.97 7.39
H 4.76 2.45 8.20
H 5.45 1.99 6.64
H 1.81 1.76 7.51
H 1.39 3.39 6.99
H 2.41 3.16 8.43
H 4.82 4.31 5.79
H 4.17 4.67 7.40
H 3.17 4.90 5.97
H 3.47 0.86 -1.16
H 3.58 1.92 -2.59
H 3.20 1.00 -4.67
H 1.83 -3.02 -4.98
H 3.11 -4.44 -2.26
H 2.31 -4.88 -3.78
H 1.76 -5.60 -2.26
H 1.66 -3.37 -0.38
H 0.31 -4.47 -0.76
H 0.08 -2.71 -0.78
H 0.04 -3.96 -4.35
H -0.83 -2.97 -3.17
H -0.63 -4.71 -2.89
H 2.70 1.07 -6.91
H 3.62 0.16 -8.12
H 4.34 0.51 -6.54
H 0.81 -0.59 -7.11
H 1.11 -2.32 -7.00
H 1.74 -1.41 -8.38
H 4.79 -2.01 -6.27
H 4.11 -2.21 -7.90
H 3.48 -3.16 -6.55
H -5.35 -0.74 2.21
H -1.78 -2.46 2.70
H -1.25 -1.70 4.23
H -0.78 -1.00 2.66
H -4.22 -2.30 3.57
H -4.79 -0.75 4.24
H -3.47 -1.62 5.03
H -1.77 1.23 3.36
H -2.15 0.51 4.94
H -3.42 1.32 4.00
Br -5.45 -4.79 -4.53
C -4.37 -3.58 -3.51
C -3.83 -2.47 -4.12
C -3.05 -1.60 -3.36
C -2.84 -1.83 -2.01
C -3.39 -2.96 -1.42
C -4.16 -3.85 -2.17
C -2.01 -0.82 -1.22
O -1.85 -1.29 0.16
O -0.88 -0.52 -1.82
H -3.99 -2.29 -5.18
H -2.58 -0.74 -3.83
H -3.22 -3.12 -0.36
H -4.59 -4.73 -1.71
```

For the relative energy (zero: lowest compared OMol25 entry of this formula, charge and spin), the calculation gives 32.2 kcal/mol. As for the total energy: -5541.62397 Eh. The frontier orbital gap comes out at 5.6123 eV. As for the net charge: -2. The LUMO energy comes out at 3.70 eV.

***

No. 2
DFT (ωB97M-V/def2-TZVPD) results for a cluster of 9 separate species, C59H121Cl3N7O11P in total in a non-equilibrium geometry.

```
202
Properties=species:S:1:pos:R:3
C -0.46 1.84 1.31
C -0.53 0.63 0.30
C -0.29 -0.78 0.87
O -0.15 -1.82 -0.02
C 0.36 -2.98 0.55
N -1.89 0.65 -0.32
H -2.67 0.57 0.32
H -2.08 1.58 -0.66
H -2.01 -0.07 -1.03
H -0.79 2.80 0.91
H 0.47 1.87 1.87
H -1.26 1.66 2.02
H 0.18 0.94 -0.47
H -0.99 -1.08 1.66
H 0.63 -0.66 1.43
H -0.43 -3.29 1.24
H 1.28 -2.97 1.13
H 0.59 -3.71 -0.23
P -5.32 4.71 0.51
O -4.39 4.62 -0.73
O -4.86 5.54 1.75
O -5.46 3.42 1.41
O -6.85 5.14 0.52
C 7.27 3.07 -2.01
C 7.17 1.57 -2.60
C 8.58 1.11 -3.05
C 8.72 -0.32 -3.44
C 8.21 -1.22 -2.30
C 6.78 -0.89 -1.85
N 6.62 0.57 -1.64
O 5.48 0.99 -0.83
C 5.87 -1.58 -2.86
C 6.69 -1.70 -0.57
C 6.27 1.63 -3.85
H 6.26 3.44 -2.18
H 8.08 3.66 -2.42
H 7.52 3.14 -0.95
H 8.91 1.84 -3.79
H 9.32 1.39 -2.30
H 9.75 -0.50 -3.76
H 8.02 -0.52 -4.26
H 8.91 -1.13 -1.46
H 8.28 -2.27 -2.60
H 6.09 -2.64 -2.96
H 4.86 -1.38 -2.50
H 5.93 -1.16 -3.87
H 6.65 -2.79 -0.70
H 7.51 -1.49 0.11
H 5.76 -1.60 0.00
H 5.21 1.66 -3.63
H 6.27 0.85 -4.61
H 6.49 2.61 -4.28
C -4.91 4.24 10.19
C -3.72 3.35 9.82
C -3.55 2.23 10.99
C -2.58 1.12 10.66
C -2.94 0.45 9.39
C -3.06 1.42 8.18
N -3.87 2.66 8.50
O -4.28 3.45 7.38
C -1.66 1.72 7.70
C -3.69 0.56 7.05
C -2.40 4.18 9.85
H -5.83 3.65 10.17
H -4.93 5.07 9.48
H -4.78 4.72 11.16
H -3.09 2.63 11.90
H -4.51 1.75 11.18
H -2.60 0.29 11.37
H -1.55 1.47 10.62
H -3.90 -0.06 9.51
H -2.16 -0.27 9.16
H -1.20 2.27 8.52
H -1.15 0.79 7.45
H -1.72 2.44 6.88
H -4.74 0.44 7.32
H -3.58 1.08 6.10
H -3.33 -0.47 6.94
H -2.67 4.99 10.53
H -2.14 4.79 8.98
H -1.51 3.67 10.23
C 6.87 -12.79 -4.24
C 6.24 -11.71 -5.15
C 5.18 -12.55 -5.88
C 4.09 -11.75 -6.69
C 3.46 -10.76 -5.68
C 4.45 -9.84 -4.94
N 5.52 -10.69 -4.37
O 6.31 -10.11 -3.31
C 5.09 -8.71 -5.82
C 3.47 -9.30 -3.83
C 7.29 -11.19 -6.18
H 6.14 -13.31 -3.61
H 7.55 -12.33 -3.52
H 7.52 -13.48 -4.77
H 5.62 -13.16 -6.67
H 4.63 -13.27 -5.28
H 3.30 -12.38 -7.08
H 4.55 -11.21 -7.51
H 2.89 -11.35 -4.96
H 2.73 -10.12 -6.17
H 5.65 -9.02 -6.70
H 4.33 -8.13 -6.33
H 5.67 -8.00 -5.23
H 4.01 -8.72 -3.08
H 2.71 -8.64 -4.25
H 3.08 -10.02 -3.12
H 6.90 -11.20 -7.20
H 8.09 -11.94 -6.19
H 7.58 -10.19 -5.89
C -11.34 -0.11 -0.23
C -11.29 -0.71 1.11
C -11.71 -2.13 0.83
C -10.71 -3.05 0.08
C -9.36 -3.05 0.84
C -8.85 -1.62 1.08
N -9.95 -0.82 1.77
O -9.53 0.47 2.33
C -7.63 -1.92 2.00
C -8.28 -1.05 -0.22
C -12.31 -0.08 2.10
H -11.13 -0.69 -1.13
H -10.79 0.84 -0.20
H -12.35 0.23 -0.46
H -12.00 -2.57 1.79
H -12.61 -2.14 0.22
H -10.63 -2.74 -0.96
H -11.15 -4.05 0.03
H -8.67 -3.67 0.28
H -9.59 -3.50 1.81
H -7.92 -2.34 2.96
H -6.79 -2.42 1.52
H -7.25 -0.94 2.26
H -7.40 -1.50 -0.66
H -9.01 -1.12 -1.03
H -8.13 0.01 0.02
H -12.03 -0.50 3.06
H -13.33 -0.41 1.92
H -12.18 1.00 2.15
C 0.05 -3.28 -6.49
C -0.75 -2.07 -7.03
C -0.65 -2.16 -8.62
C -1.54 -1.16 -9.36
C -3.06 -1.34 -8.91
C -3.21 -1.17 -7.38
N -2.22 -2.04 -6.63
O -2.39 -1.94 -5.20
C -3.15 0.36 -7.02
C -4.68 -1.57 -7.10
C 0.04 -0.82 -6.67
H 0.98 -3.40 -7.05
H -0.41 -4.23 -6.78
H 0.14 -3.31 -5.40
H 0.32 -1.91 -9.04
H -0.85 -3.20 -8.90
H -1.54 -1.27 -10.45
H -1.20 -0.15 -9.11
H -3.34 -2.33 -9.27
H -3.69 -0.65 -9.47
H -3.79 0.94 -7.69
H -3.53 0.63 -6.03
H -2.20 0.90 -7.08
H -4.97 -1.26 -6.10
H -5.38 -1.15 -7.82
H -4.81 -2.65 -7.04
H -0.23 0.12 -7.17
H 1.11 -0.79 -6.87
H -0.07 -0.61 -5.61
C 2.86 11.93 5.08
C 3.95 10.81 5.23
C 4.04 10.60 6.74
C 4.68 9.25 7.15
C 3.84 8.13 6.45
C 3.96 8.28 4.91
N 3.38 9.60 4.56
O 3.15 9.75 3.13
C 5.42 7.94 4.44
C 3.07 7.16 4.41
C 5.25 11.31 4.77
H 2.88 12.77 5.77
H 1.87 11.48 5.13
H 2.82 12.24 4.03
H 4.65 11.31 7.29
H 3.09 10.59 7.28
H 4.58 9.25 8.24
H 5.70 9.27 6.76
H 2.84 8.30 6.85
H 4.26 7.19 6.79
H 5.42 8.32 3.42
H 6.20 8.51 4.94
H 5.62 6.87 4.43
H 3.54 6.19 4.60
H 2.12 7.25 4.92
H 2.92 7.15 3.33
H 6.08 10.63 4.97
H 5.46 12.30 5.18
H 5.33 11.52 3.71
C 0.02 6.44 -3.78
Cl 0.73 5.26 -4.94
Cl -0.08 7.94 -4.66
Cl 0.89 6.61 -2.26
H -1.02 6.19 -3.55
```

Its spin multiplicity is 7. As for the total energy: -5252.70770 Eh. The frontier orbital gap (spin up / spin down) comes out at 2.9139 / 2.0947 eV. As for the net charge: -2. The LUMO energy (spin up / spin down) comes out at 2.22 / 1.63 eV.

***

No. 3
DFT (ωB97M-V/def2-TZVPD) results for a structure of composition C59H43Cl3N12O2RuS2.

```
122
Properties=species:S:1:pos:R:3
Ru 1.35 0.23 -0.35
C -0.59 -5.39 -2.94
C 0.77 -5.72 -2.87
C 1.72 -4.79 -2.49
C 1.27 -3.50 -2.18
C 1.96 -2.33 -1.73
N 1.03 -1.33 -1.53
C -0.23 -1.82 -1.84
N -1.38 -1.11 -1.82
C -1.53 0.03 -1.26
C -2.75 0.84 -1.26
C -3.94 0.68 -1.95
C -4.92 1.65 -1.77
C -4.70 2.75 -0.93
C -3.50 2.91 -0.25
C -2.53 1.94 -0.43
C -1.17 1.81 0.12
N -0.67 2.58 1.03
C 0.59 2.43 1.52
N 1.61 1.69 0.97
C 2.75 1.86 1.72
N 3.98 1.36 1.44
C 4.20 0.44 0.57
N 3.25 -0.29 -0.15
C 3.87 -1.29 -0.89
N 3.30 -2.23 -1.56
C 5.32 -1.15 -0.69
C 6.38 -1.86 -1.21
C 7.66 -1.49 -0.81
C 7.86 -0.44 0.08
C 6.79 0.27 0.61
C 5.52 -0.09 0.21
C 2.45 2.72 2.82
C 3.21 3.16 3.90
C 2.59 3.94 4.85
C 1.23 4.28 4.74
C 0.47 3.87 3.67
C 1.09 3.08 2.70
N -0.59 0.69 -0.46
C -0.10 -3.18 -2.25
C -1.05 -4.13 -2.64
H -1.30 -6.16 -3.24
H 1.09 -6.72 -3.13
H 2.77 -5.03 -2.43
H -4.09 -0.17 -2.61
H -5.86 1.55 -2.28
H -5.48 3.48 -0.81
H -3.34 3.75 0.41
H 6.22 -2.68 -1.90
H 8.51 -2.03 -1.20
H 8.87 -0.18 0.37
H 6.94 1.09 1.30
H 4.26 2.88 3.98
H 3.15 4.29 5.71
H 0.78 4.89 5.51
H -0.58 4.14 3.57
H -2.10 -3.88 -2.69
Cl -5.16 -6.17 7.70
C -4.29 -5.39 6.43
C -3.18 -6.00 5.88
C -2.49 -5.35 4.86
C -2.89 -4.10 4.39
C -2.06 -3.45 3.31
C -1.31 -2.22 3.83
N -0.19 -1.90 2.93
C 0.94 -2.67 2.73
C 1.60 -2.11 1.69
N 0.88 -1.01 1.26
C -0.19 -0.91 2.04
O -2.83 -3.09 2.18
C -2.29 -3.46 0.91
C -1.90 -4.90 0.81
C -2.79 -5.92 0.68
Cl -4.48 -5.78 0.53
S -2.03 -7.46 0.66
C -0.49 -6.76 0.85
C -0.56 -5.40 0.91
C -4.02 -3.52 4.96
Cl -4.60 -1.96 4.46
C -4.72 -4.15 5.98
H -2.85 -6.97 6.23
H -1.63 -5.83 4.42
H -1.31 -4.18 3.00
H -0.94 -2.39 4.84
H -1.98 -1.36 3.84
H 1.16 -3.53 3.34
H 2.52 -2.42 1.23
H -0.96 -0.17 1.97
H -1.42 -2.84 0.65
H -3.09 -3.23 0.20
H 0.39 -7.38 0.90
H 0.31 -4.75 1.01
H -5.59 -3.68 6.41
C 0.72 6.67 -1.11
C -0.31 6.15 -2.11
C -0.64 4.68 -1.89
N 0.57 3.83 -2.01
C 0.75 2.68 -2.60
S 2.14 1.73 -2.10
N -0.01 2.16 -3.58
C -1.07 2.66 -4.43
O -1.94 1.89 -4.71
C -0.93 4.03 -4.98
C -2.09 4.74 -5.30
C -1.99 5.99 -5.88
C -0.73 6.51 -6.18
C 0.42 5.79 -5.89
C 0.33 4.56 -5.28
H 0.71 7.76 -1.07
H 1.74 6.38 -1.39
H 0.52 6.31 -0.10
H 0.02 6.31 -3.13
H -1.25 6.70 -1.99
H -1.40 4.34 -2.58
H -1.00 4.54 -0.87
H 1.30 4.06 -1.35
H 0.12 1.17 -3.72
H -3.05 4.29 -5.08
H -2.88 6.55 -6.11
H -0.66 7.49 -6.64
H 1.39 6.20 -6.15
H 1.23 3.99 -5.06
```

For the relative energy (zero: lowest compared OMol25 entry of this formula, charge and spin), the calculation gives 0.0 kcal/mol. Its spin multiplicity is 5. As for the total energy: -5353.20519 Eh. The frontier orbital gap (spin up / spin down) comes out at 5.0116 / 4.7305 eV. As for the net charge: +2. The LUMO energy (spin up / spin down) comes out at -5.94 / -7.77 eV.

***

The highest net charge belongs to which entry?
C59H43Cl3N12O2RuS2